## one
26
Properties=species:S:1:pos:R:3 method="wB97M-V/def2-TZVPD" gap_ev=10.9 charge=+1 smiles="[H]/N=C(/C)[C@@](C)(CC)[NH2+]C" e_homo_ev=-13.93
C -1.113 -0.215 2.269
C -1.375 -1.668 -0.928
C 0.421 -0.067 0.194
H 2.661 -0.296 0.106
H 0.661 -1.513 -1.082
C -0.761 0.532 0.968
H 1.492 -0.615 -2.217
N 0.055 -1.441 -0.363
H -0.353 1.593 1.071
H -0.202 -0.595 2.705
H 0.893 2.712 -1.919
H -0.792 2.291 -1.913
C 0.198 2.211 -1.318
H -1.514 -2.668 -0.836
H -1.825 0.345 2.913
H 0.203 -2.066 0.436
N 1.181 0.352 -2.177
H 2.116 0.926 0.964
H -1.935 -1.075 -0.237
C 0.650 0.782 -1.110
C 1.781 -0.028 0.790
H 0.184 2.931 -0.443
H -1.649 -1.107 2.116
H -1.231 -1.326 -1.955
H -1.495 0.677 0.269
H 1.747 -0.670 1.698

***

## two
26
Properties=species:S:1:pos:R:3 method="wB97M-V/def2-TZVPD" gap_ev=8.8 charge=+1 e_homo_ev=-11.77
C -2.364 -0.468 -1.052
H 0.743 -1.565 -1.154
H -2.393 -1.406 -0.454
H 2.851 -0.621 0.867
C -0.543 1.661 0.185
N 0.932 -0.350 0.990
H 2.273 0.791 -0.132
H -2.735 -0.564 -2.053
C 0.905 -0.997 2.350
N -0.451 1.262 -1.217
H 0.924 -0.324 3.144
H -1.535 1.964 0.510
C 2.195 0.290 0.826
H -0.927 1.843 -1.929
H 0.586 -0.493 -2.773
H 2.386 0.869 1.730
C 0.106 -0.997 -1.890
H -0.414 -1.795 -2.390
C -0.878 -0.204 -1.087
H 0.193 2.388 0.441
H -2.720 0.446 -0.539
H -1.076 -0.197 1.265
H 1.707 -1.618 2.574
H 0.536 1.301 -1.369
C -0.272 0.282 0.799
H -0.025 -1.499 2.356

***

The calculated energies rank the structures as follows, beginning with the most stable: one, two.

***

## one
21
Properties=species:S:1:pos:R:3 method="wB97M-V/def2-TZVPD" gap_ev=8.6 charge=0 smiles="CC1=C[C@]2(C)C[C@@]23C[C@H]13" e_homo_ev=-7.66
C 0.346 1.818 1.068
C 0.940 0.531 0.973
H -2.842 -1.198 1.059
H -2.817 -1.984 -0.401
C -1.018 0.983 -0.811
C -0.616 0.803 0.659
C 0.130 -1.070 -0.566
H 0.429 2.658 0.354
H -3.170 -0.148 -0.299
C 1.276 -0.405 -0.126
H -1.988 1.631 -0.965
H -0.397 0.993 -1.625
H 3.193 -0.970 0.510
H 0.275 2.326 2.109
H 1.229 -0.050 1.858
H 0.109 -1.895 -1.175
C -1.156 -0.381 -0.205
H 3.106 -0.025 -0.986
C 2.689 -0.870 -0.448
C -2.564 -0.974 0.029
H 2.847 -1.770 -1.012

***

## two
21
Properties=species:S:1:pos:R:3 method="wB97M-V/def2-TZVPD" gap_ev=10.8 charge=0 smiles=C[C@@H]1[C@@H]2[C@H]3C[C@H]4[C@@H]2[C@H]4[C@@H]13 e_homo_ev=-9.59
H -2.257 2.190 -0.665
C -0.365 -0.901 -0.340
H -0.769 -0.577 1.908
C 1.469 0.487 -0.406
C 1.263 0.024 1.014
H 2.896 -1.210 0.032
H 2.279 1.124 -0.761
H 0.720 -2.674 0.261
H 1.720 0.421 1.922
H -2.735 1.487 0.886
H -2.700 0.455 -0.514
H -0.162 0.754 -1.915
H -1.327 -1.189 -0.554
C 1.851 -0.874 -0.004
H 0.867 -2.288 -1.479
C -0.258 -0.220 1.005
C 0.782 -1.856 -0.430
C 0.037 0.469 -0.920
C -0.761 1.083 0.280
H -0.351 1.999 0.703
C -2.198 1.297 -0.023

***

## three
21
Properties=species:S:1:pos:R:3 method="wB97M-V/def2-TZVPD" gap_ev=9.9 charge=0 smiles="CC#CCC(C)=C=CC" e_homo_ev=-8.96
H -0.564 1.884 1.555
C -2.417 -0.332 -0.337
C -1.545 0.369 -0.785
H -4.039 -1.452 -0.464
H 1.288 1.827 1.966
H -0.048 0.745 -2.066
C 0.521 2.117 1.118
H 1.810 -1.784 0.999
H 3.378 -0.274 -1.061
C -0.434 1.188 -1.232
C 0.666 1.281 -0.182
C 2.356 -1.863 -0.060
H 3.268 -2.326 0.251
H 1.852 -2.406 -0.737
H -3.001 -2.148 0.856
C -3.379 -1.192 0.341
H 0.773 3.073 0.853
C 2.545 -0.453 -0.531
C 1.621 0.394 -0.238
H -3.957 -0.781 1.226
H -0.697 2.134 -1.472

***

The calculated energies rank the structures as follows, beginning with the most stable: two, three, one.

***

## one
57
Properties=species:S:1:pos:R:3 method="wB97M-V/def2-TZVPD" gap_ev=10.7 charge=0 e_homo_ev=-10.76
O 0.301 -1.454 0.700
H -1.611 -3.316 -1.411
H -2.661 -0.244 1.371
H -0.551 -4.499 -1.445
O -2.813 -2.884 -2.906
O -2.822 -2.385 1.369
H 0.217 4.111 0.873
H -1.702 3.876 -0.236
O -1.848 0.277 1.273
H 1.239 2.259 1.612
O 1.995 -3.221 -0.520
H -2.087 -2.439 1.969
O -1.899 3.141 3.081
O 1.703 -1.483 -2.601
O 1.885 3.256 -2.280
O -1.252 -4.141 -0.942
O 2.838 0.889 -1.024
H 2.591 1.774 -1.307
H 0.635 0.411 3.165
H -1.142 3.691 3.001
H 2.416 1.526 0.956
H 0.873 -0.699 0.646
H 4.516 -3.157 -1.237
H -0.645 -0.569 -4.228
H 1.272 -2.999 0.070
H 1.081 3.356 -1.742
O -3.145 2.905 0.701
H 1.553 4.755 1.649
O -0.889 -0.813 -3.353
H -0.622 -1.148 0.857
H 0.365 -3.217 3.505
H 1.777 -2.041 -1.783
H 1.499 2.857 -3.038
H 2.747 -2.753 -0.188
H -1.594 2.242 3.288
O 0.905 4.046 1.568
H 3.776 0.805 -1.290
H -3.068 2.106 0.156
H -0.081 -1.283 -3.091
H -2.384 -2.076 -3.212
H 1.997 -0.580 -2.358
O -0.736 3.839 -0.564
H -3.586 -3.097 -3.386
O 1.800 1.435 1.699
O -0.143 -2.435 3.160
H 0.323 -2.347 2.315
H -0.859 2.923 -0.946
O -0.241 0.452 3.562
H -0.440 -0.443 3.885
H -0.704 0.626 -1.638
H -2.927 -3.298 1.007
H -1.330 0.455 2.094
O -1.257 1.311 -1.235
H -1.336 0.927 -0.304
O 4.500 -2.234 -1.009
H -2.882 2.803 1.638
H 4.453 -1.799 -1.900

***

## two
57
Properties=species:S:1:pos:R:3 method="wB97M-V/def2-TZVPD" gap_ev=10.4 charge=0 e_homo_ev=-10.70
H -3.383 -0.497 1.552
H -0.228 1.202 2.293
H 1.171 -1.685 -4.007
H -2.459 -2.109 1.259
H -3.504 3.716 0.115
H 1.931 1.380 0.856
H 1.473 0.969 2.426
O 2.875 0.479 -2.411
H 0.605 -1.288 -0.701
H 3.448 0.074 -1.764
O -1.482 2.807 2.103
H 3.134 1.400 -2.468
O 0.584 0.950 2.740
O 0.405 -1.710 0.118
H 2.838 -2.806 -1.714
H -1.335 -2.229 2.051
O 1.001 4.391 -0.131
O -0.487 -0.872 -2.576
O -2.252 -2.568 2.093
H -3.301 0.899 0.986
O 2.632 2.007 1.065
H -1.363 3.240 1.259
H -2.422 0.388 -0.714
O 2.919 -1.849 -1.568
O -3.797 2.816 0.242
O -3.953 -0.786 -0.866
H 2.181 -0.599 -4.231
H -1.167 1.162 -1.218
H -4.651 -1.067 -1.467
H 3.811 -1.431 1.141
H 3.419 1.500 0.830
H -0.543 -2.771 -1.664
H 0.960 -1.208 3.157
H -1.086 -0.399 -1.955
O -1.363 -3.082 -1.303
O 3.452 -0.706 0.608
H -2.341 2.384 2.177
H -4.037 2.376 -0.576
H -1.225 -3.370 -0.403
O -0.284 2.560 -1.824
O 1.791 -1.358 -4.665
H -0.274 -0.681 3.606
H 1.019 3.729 0.557
H 2.560 -1.111 0.524
O -1.469 0.454 -0.613
H -0.183 -1.239 0.717
H 1.885 4.666 -0.369
H -3.163 -1.263 -1.173
H 3.157 -1.674 -2.496
O -3.315 0.424 1.821
H 0.420 -0.823 -2.294
O 2.534 -2.756 2.346
H 2.367 -3.700 2.262
H 1.677 -2.365 2.164
H -0.256 3.304 -1.202
H -0.008 2.978 -2.640
O 0.035 -1.438 3.109

***

The calculated energies rank the structures as follows, beginning with the most stable: one, two.